A cluster of 11 separate species, C48H48BF4O28 in total in a non-equilibrium geometry. Source: the Open Molecules 2025 dataset; level of theory: ωB97M-V/def2-TZVPD.

Energy   -119415.5833 eV
LUMO   -0.7609 eV
HOMO level   -6.90 eV
Relative energy (zero: lowest compared OMol25 entry of this formula, charge and spin)   48.32 kJ/mol
Total charge   -1
Kohn-Sham gap   6.14 eV

Each line ends with the Löwdin charge.
Geometry (Å):
F 14.439 31.400 5.884  0.11
F 13.182 30.400 7.441  0.18
F 15.496 30.554 7.679  0.08
F 14.123 32.360 7.936  0.17
O 10.463 29.284 7.529  0.01
O 20.176 33.643 6.381  -0.02
O 9.950 33.523 13.488  0.13
O 17.055 30.347 4.909  0.11
O 13.875 28.196 9.157  0.15
O 17.967 35.712 3.992  0.11
O 13.090 34.794 9.875  0.11
O 9.246 31.261 3.840  0.08
O 9.211 30.387 -0.394  0.09
O 12.145 33.875 1.440  0.07
O 19.117 26.476 2.984  0.13
O 15.587 34.310 9.285  0.09
O 13.633 23.783 5.906  0.03
O 15.888 27.803 7.209  0.11
O 10.397 28.791 1.407  0.14
O 13.928 30.983 10.621  0.13
O 11.545 36.601 4.964  0.10
O 11.618 31.774 9.415  0.12
O 16.892 37.680 12.499  0.05
O 11.529 26.905 3.432  0.17
O 9.590 25.068 3.864  0.12
O 14.284 37.536 13.628  0.16
O 8.494 27.566 7.792  0.10
O 12.611 33.717 14.498  0.05
O 16.610 25.375 2.660  0.16
O 14.641 29.562 4.143  0.00
O 11.391 24.247 7.548  0.08
O 13.911 31.906 2.403  0.07
C 12.678 26.352 8.472  0.11
C 16.332 35.892 11.134  0.11
C 13.629 36.230 11.640  0.08
C 16.673 34.663 2.349  -0.01
C 12.073 30.272 1.999  0.12
C 17.997 27.022 3.464  -0.15
C 19.441 33.439 7.420  -0.45
C 13.660 24.882 6.621  -0.32
C 10.261 30.834 0.429  -0.07
C 13.138 31.625 11.307  -0.37
C 13.792 27.242 8.433  -0.41
C 15.252 35.128 10.333  -0.13
C 18.142 28.441 4.046  0.13
C 13.623 36.271 3.985  0.01
C 16.977 29.244 4.341  -0.41
C 13.914 35.353 10.611  -0.44
C 9.082 26.309 5.972  0.10
C 12.513 25.052 7.578  -0.08
C 12.668 31.716 2.010  -0.15
C 11.148 28.087 5.410  0.13
C 19.246 31.908 7.972  -0.03
C 15.648 27.348 3.299  0.11
C 11.807 32.016 10.703  -0.12
C 14.599 36.944 12.515  -0.21
C 15.749 28.699 3.936  -0.13
C 10.872 29.865 1.274  -0.46
C 12.963 35.485 6.380  -0.03
C 10.860 33.062 12.925  -0.42
C 12.610 36.170 5.125  -0.56
C 17.120 34.963 3.790  -0.49
C 14.792 26.935 7.386  -0.07
C 9.650 32.292 4.313  -0.51
C 15.948 36.949 12.026  -0.35
C 10.635 32.334 5.557  0.00
C 9.331 33.565 3.742  -0.03
C 10.789 32.302 0.386  0.11
C 14.743 25.752 6.540  0.07
C 18.794 34.526 8.153  -0.05
C 16.748 26.482 3.102  -0.45
C 9.299 27.354 6.855  -0.43
C 12.330 32.860 13.442  -0.11
C 9.882 26.092 4.690  -0.14
C 10.660 32.713 11.499  0.11
C 13.312 32.085 12.648  0.06
C 11.816 32.680 1.274  -0.39
C 10.874 27.032 4.364  -0.43
C 10.311 28.263 6.554  -0.19
C 16.395 34.289 5.051  0.03
B 14.268 31.187 7.256  -1.33
H 19.179 28.937 4.227  0.15
H 14.380 31.455 3.189  0.15
H 20.084 31.472 7.151  0.13
H 11.684 31.876 5.113  0.13
H 8.555 33.994 4.205  0.05
H 11.272 29.952 7.243  0.15
H 16.086 35.490 2.048  0.05
H 14.365 31.833 13.029  0.14
H 10.196 33.015 -0.090  0.09
H 13.790 35.939 6.994  0.10
H 14.956 29.988 5.023  0.10
H 17.882 33.999 8.470  0.07
H 8.296 25.629 6.119  0.10
H 15.883 33.377 4.792  0.06
H 12.996 36.461 3.133  0.09
H 17.427 35.833 10.846  0.13
H 19.238 34.835 9.156  0.12
H 9.119 29.465 -0.363  0.07
H 14.384 36.944 4.022  0.06
H 15.676 34.937 5.416  0.02
H 14.595 26.990 3.217  0.14
H 14.849 33.729 9.062  0.08
H 13.353 34.392 5.985  0.15
H 19.646 31.823 8.994  0.04
H 11.061 33.327 6.075  0.10
H 12.502 36.263 12.003  0.17
H 15.393 25.739 5.753  0.08
H 11.950 35.645 6.823  0.10
H 13.384 33.250 14.902  0.13
H 15.601 28.585 7.556  0.01
H 12.666 29.413 2.287  0.09
H 8.911 33.447 2.818  0.04
H 13.465 37.324 14.055  0.13
H 11.990 28.730 5.130  0.12
H 14.136 35.498 3.753  -0.02
H 17.405 34.401 1.580  0.07
H 10.148 31.723 6.325  0.05
H 9.671 32.659 11.234  0.07
H 10.043 25.356 3.065  0.11
H 19.943 26.606 3.322  0.07
H 10.227 34.230 3.275  0.15
H 17.203 34.181 5.783  0.07
H 18.051 31.623 7.992  0.12
H 16.079 33.616 2.342  0.11
H 12.477 31.638 9.075  0.04
H 10.583 24.470 7.983  0.10
H 18.767 35.357 7.551  0.06
H 11.839 26.655 9.100  0.11

Cartesian forces (eV/Å) of the 3 atoms listed first:
F -0.22 0.58 -0.66
F -1.36 -1.13 0.28
F -0.78 -0.08 0.02